Here is a molecular structure, C37H51OZr at a distorted geometry from the OMol25 dataset. Energies are from wB97M-V/def2-TZVPD.

Computed properties:
- Spin multiplicity: 1
- Net charge: -1
- Energy relative to the best compared isomer or geometry (same formula, charge and spin): 11.598 eV
- Total energy: -42509.030 eV

Positions of all 90 atoms, in Å:
1 C -3.11 -3.23 -0.50
2 C -3.13 -2.54 0.80
3 C -4.11 -1.56 1.21
4 C -5.26 -0.95 0.47
5 C -3.80 -1.13 2.50
6 C -4.62 -0.18 3.30
7 C -2.68 -1.93 2.97
8 C -2.29 -2.00 4.35
9 C -2.16 -2.68 1.85
10 C -1.04 -3.49 1.79
11 Zr -1.84 -0.42 0.87
12 C -0.31 -1.17 -0.47
13 C -3.26 0.58 -0.36
14 C -0.38 1.55 1.23
15 C -0.14 2.26 -0.03
16 C -1.46 1.78 2.13
17 C -2.45 2.82 2.06
18 C -1.32 0.83 3.20
19 C -2.12 0.85 4.41
20 C -0.20 -0.06 2.88
21 C 0.28 -1.05 3.81
22 C 0.42 0.46 1.71
23 C 1.63 -0.09 1.05
24 H -4.06 -3.73 -0.68
25 H -2.95 -2.58 -1.36
26 H -2.34 -4.00 -0.54
27 H -6.27 -1.17 0.79
28 H -5.41 0.05 0.63
29 H -5.14 -1.24 -0.58
30 H -5.09 -0.66 4.17
31 H -3.90 0.61 4.37
32 H -5.24 0.56 2.75
33 H -2.50 -2.66 5.22
34 H -1.02 -2.22 4.29
35 H -1.93 -0.14 4.95
36 H -0.96 -4.54 1.80
37 H -0.45 -3.47 0.81
38 H -0.11 -3.27 2.40
39 H 0.76 -1.09 -0.40
40 H 0.04 -2.21 -0.28
41 H -0.27 -1.24 -1.53
42 H -3.60 1.57 0.00
43 H -3.19 0.82 -1.39
44 H -4.34 0.55 -0.36
45 H 0.79 2.83 -0.01
46 H -0.06 1.60 -0.90
47 H -0.92 2.97 -0.27
48 H -2.14 3.75 1.62
49 H -3.20 2.68 1.22
50 H -3.22 2.91 2.81
51 H -2.23 1.63 5.21
52 H -3.45 0.85 3.58
53 H -2.74 -0.93 4.75
54 H 1.23 -1.10 4.30
55 H -0.36 -1.22 4.62
56 H 0.48 -2.01 3.13
57 H 2.59 0.38 1.19
58 H 1.74 -1.15 1.34
59 H 1.63 0.11 0.06
60 C 1.66 5.89 -2.04
61 O 0.71 4.96 -2.65
62 C 1.19 3.74 -2.96
63 C 0.29 2.79 -3.55
64 C 0.73 1.52 -3.83
65 C 2.06 1.10 -3.57
66 C 2.49 -0.20 -3.87
67 C 3.77 -0.78 -3.71
68 C 4.03 -2.12 -4.11
69 C 5.29 -2.69 -3.93
70 C 6.35 -1.96 -3.36
71 C 7.69 -2.58 -3.19
72 C 6.18 -0.66 -2.94
73 C 4.90 -0.11 -3.13
74 C 2.86 2.12 -2.96
75 C 2.50 3.41 -2.64
76 H 1.10 6.82 -1.89
77 H 2.01 5.48 -1.07
78 H 2.53 6.06 -2.72
79 H -0.74 3.13 -3.75
80 H 0.06 0.81 -4.28
81 H 1.74 -0.84 -4.37
82 H 3.21 -2.67 -4.56
83 H 5.47 -3.74 -4.24
84 H 8.39 -1.88 -2.72
85 H 7.62 -3.49 -2.56
86 H 8.10 -2.90 -4.16
87 H 6.95 -0.05 -2.50
88 H 4.90 0.88 -2.78
89 H 3.88 1.98 -2.70
90 H 3.25 4.07 -2.18